[1]
# C25H36N7OPtSTe

C25H36N7OPtSTe as an isolated structure (the ωB97M-V functional and the def2-TZVPD basis, the OMol25 dataset).

- M (g/mol) = 805.4
- E_LUMO (spin up / spin down) (eV) = -0.33 / -0.54
- frontier orbital gap (spin up / spin down) (eV) = 6.431 / 6.542
- charge = 0
- 2S+1 = 2

Each line ends with the Löwdin spin population.
Cartesian coordinates (Å):
Pt  -0.12850  -0.12164  0.44310  0.09
C  3.76929  -3.75796  0.20691  0.00
N  3.24168  -2.62877  0.97377  0.00
C  4.24155  -1.59917  1.23840  0.00
C  1.97955  -2.17754  0.68307  0.00
N  1.67903  -0.96397  0.42788  0.00
N  0.98994  -3.15439  0.68814  0.00
C  -0.34723  -3.01833  0.36212  0.01
N  -1.08069  -4.14195  0.63123  0.00
N  -0.85092  -1.96431  -0.18186  0.01
H  4.62259  -4.17289  0.73937  0.00
H  4.09475  -3.43962  -0.78921  0.00
H  3.02657  -4.54283  0.08881  0.00
H  5.10849  -2.07897  1.68761  0.00
H  3.84308  -0.86923  1.94123  0.00
H  4.55935  -1.07992  0.32551  0.00
H  2.44405  -0.30061  0.35766  0.00
H  1.24978  -4.00575  1.15584  0.00
H  -0.71633  -4.80982  1.28868  0.00
H  -2.07839  -4.02060  0.68072  0.00
H  -1.85767  -2.02620  -0.28587  0.00
C  0.75043  2.62712  3.56752  0.00
C  0.32341  1.39420  2.79726  0.04
O  -0.31687  0.50192  3.36462  0.11
N  0.73452  1.29469  1.51566  0.50
Te  0.68100  3.32795  -0.15649  0.16
C  1.47403  5.26301  -0.66109  0.05
C  1.84045  6.17143  0.33687  0.00
C  1.74750  5.89423  1.81772  0.01
C  2.32523  7.42872  -0.02990  0.00
C  2.44580  7.81259  -1.35249  0.00
C  2.95819  9.17458  -1.73229  0.00
C  2.05599  6.90394  -2.33127  0.00
C  1.56784  5.64574  -2.01213  0.01
C  1.15109  4.73291  -3.13309  0.01
C  2.33692  2.24112  -0.93774  0.00
C  3.60521  2.37988  -0.36069  0.00
C  3.86746  3.24492  0.84107  0.00
C  4.68651  1.69609  -0.91906  0.00
C  4.53956  0.86929  -2.02006  0.00
C  5.71927  0.15696  -2.62656  0.00
C  3.26738  0.72152  -2.56061  0.00
C  2.16038  1.39297  -2.04981  0.00
C  0.82645  1.16762  -2.70964  0.00
H  0.70432  2.40921  4.63261  0.00
H  0.05753  3.44288  3.35203  0.00
H  1.75255  2.95079  3.29041  0.00
H  1.23344  4.96286  2.03799  0.01
H  1.21195  6.70222  2.31862  0.00
H  2.74413  5.83999  2.26244  0.00
H  2.60698  8.12496  0.75414  0.00
H  3.24193  9.74959  -0.85152  0.00
H  2.19769  9.73982  -2.27412  0.00
H  3.83115  9.09746  -2.38288  0.00
H  2.12133  7.18878  -3.37666  0.00
H  1.12008  5.27670  -4.07710  0.00
H  0.16158  4.31072  -2.95008  0.00
H  1.85032  3.90079  -3.24486  0.00
H  2.97161  3.36427  1.44585  0.00
H  4.19874  4.24096  0.53582  0.00
H  4.65010  2.80630  1.46213  0.00
H  5.66838  1.81836  -0.47172  0.00
H  6.61236  0.27705  -2.01360  0.00
H  5.94134  0.55025  -3.62034  0.00
H  5.52284  -0.91121  -2.74064  0.00
H  3.12863  0.07475  -3.42150  0.00
H  0.94477  0.55164  -3.60158  0.00
H  0.34598  2.10171  -2.99854  0.00
H  0.13428  0.66134  -2.03544  0.00
S  -3.26050  2.49663  -1.71989  0.00
C  -2.47875  1.46278  -0.76404  0.00
N  -1.92443  0.70388  -0.05967  0.00

=====

[2]
# C4H7N3O

One molecule with the formula C4H7N3O in a non-equilibrium geometry (the ωB97M-V functional and the def2-TZVPD basis, the OMol25 dataset).

- M (g/mol) = 113.1
- E_LUMO (eV) = 0.37
- frontier orbital gap (eV) = 9.693
- charge = 0
- 2S+1 = 1

Each line ends with the natural charge from an NBO analysis.
Cartesian coordinates (Å):
C  -1.26958  1.06159  -0.06650  -0.14
C  0.07033  0.41160  -0.21510  0.35
C  1.72032  -1.07396  -0.06045  -0.29
C  2.19759  0.21002  0.32926  -0.21
H  -1.24528  -1.12166  -0.51428  0.49
H  -1.58132  2.09832  -0.31860  0.23
H  1.89406  -2.00236  0.49763  0.23
H  1.98686  -1.36146  -1.04350  0.20
H  1.88574  0.34578  1.61392  0.16
H  3.25338  0.29086  -0.01108  0.23
H  1.16863  1.96229  0.55687  0.38
N  -2.37586  0.34170  0.16502  -0.01
N  0.33173  -0.81735  -0.17998  -0.48
N  1.18327  1.14442  -0.25142  -0.59
O  -2.20600  -1.06858  0.14507  -0.55

=====

[3]
# C3H7NOS2

A 2-piece molecular cluster, C3H7NOS2 overall in a non-equilibrium geometry (the ωB97M-V functional and the def2-TZVPD basis, the OMol25 dataset).

- M (g/mol) = 137.2
- E_LUMO (spin up / spin down) (eV) = -0.91 / -0.91
- frontier orbital gap (spin up / spin down) (eV) = 7.606 / 7.600
- charge = 0
- 2S+1 = 1

Each line ends with the natural charge from an NBO analysis.
Cartesian coordinates (Å):
C  1.35612  -1.17106  1.07053  0.81
C  -0.79403  1.85373  0.47252  -0.67
C  -1.12884  0.39312  0.53741  -0.45
N  2.00512  -0.75914  0.15358  -0.78
O  0.94667  -1.56673  2.07294  -0.54
S  -1.11868  -0.28785  -0.92749  0.56
S  0.46034  -1.77473  -2.14824  -0.55
H  0.11958  2.16106  1.00037  0.24
H  -1.69688  2.25901  1.07570  0.23
H  -0.74987  2.30203  -0.55410  0.22
H  -0.87150  0.03872  1.58035  0.27
H  1.63107  -1.05283  -0.79109  0.39
H  -1.15625  -1.50590  -0.58785  0.12
H  0.99716  -0.88944  -2.95462  0.14

=====

[4]
# C20H60O20

A 10-piece molecular cluster, C20H60O20 overall in a non-equilibrium geometry (the ωB97M-V functional and the def2-TZVPD basis, the OMol25 dataset).

- M (g/mol) = 620.7
- E_LUMO (spin up / spin down) (eV) = -2.98 / -9.53
- frontier orbital gap (spin up / spin down) (eV) = 8.113 / 1.561
- charge = +1
- 2S+1 = 2

Each line ends with the Löwdin spin population.
Cartesian coordinates (Å):
C  1.97693  3.39557  -0.98231  0.00
C  3.00320  4.49066  -0.94655  0.00
O  2.46987  5.75587  -1.16048  0.00
O  0.95988  3.53237  -0.01939  0.00
H  2.38939  2.38815  -0.92683  0.00
H  1.49407  3.47247  -1.95649  0.00
H  3.70907  4.34188  -1.76368  0.00
H  3.48526  4.47025  0.03085  0.00
H  3.15859  6.40333  -1.32794  0.00
H  0.70371  4.45724  0.00511  0.00
C  -4.21601  2.58849  -3.13988  0.00
C  -3.25253  1.65360  -2.41757  0.00
O  -3.48485  1.59990  -0.98692  0.00
O  -3.80730  3.89390  -2.95430  0.00
H  -5.18745  2.36193  -2.70049  0.00
H  -4.12736  2.47862  -4.22069  0.00
H  -2.17586  1.71869  -2.57459  0.00
H  -3.45871  0.63217  -2.73738  0.00
H  -2.73820  2.04004  -0.57414  0.00
H  -4.47380  4.40428  -3.42000  0.00
C  0.84078  5.15928  3.12652  0.00
C  0.54179  5.31100  4.55411  0.00
O  -0.83576  5.00777  4.76894  0.01
O  1.09775  3.85836  2.79831  0.01
H  1.75285  5.74048  2.99077  0.00
H  0.07618  5.50421  2.43046  0.00
H  0.77854  6.31625  4.90268  0.00
H  1.14843  4.76019  5.27293  0.00
H  -0.91956  4.05290  4.71584  0.00
H  0.59550  3.66173  2.00413  0.00
C  -0.41479  1.27317  -5.07350  0.00
C  0.65063  1.88710  -4.08034  0.00
O  1.26532  3.04435  -4.51116  0.00
O  -1.63133  1.89192  -5.01666  0.00
H  -0.49218  0.23983  -4.73539  0.00
H  -0.08323  1.34444  -6.10940  0.00
H  1.43330  1.15636  -3.87653  0.00
H  0.12256  2.03184  -3.13784  0.00
H  0.57947  3.65779  -4.78485  0.00
H  -2.27829  1.23107  -5.27418  0.00
C  3.00422  1.26048  4.74260  0.14
C  3.19528  0.48215  3.37007  0.13
O  4.40689  0.77030  2.73118  0.25
O  3.07238  2.66507  4.47952  0.38
H  3.79479  1.05381  5.46398  0.00
H  1.98397  1.24652  5.12599  0.03
H  2.42669  0.78390  2.65851  0.02
H  3.08502  -0.58251  3.57607  0.00
H  4.40924  1.72518  2.63214  0.01
H  2.33239  2.86447  3.90136  0.00
C  0.95851  -3.38140  -2.77859  0.00
C  0.73787  -3.39648  -4.31541  0.00
O  0.25001  -4.67805  -4.77823  0.00
O  -0.19743  -3.12487  -1.98531  0.00
H  1.62506  -2.56905  -2.48894  0.00
H  1.43364  -4.30068  -2.43615  0.00
H  1.72203  -3.18428  -4.73317  0.00
H  0.11709  -2.56623  -4.65218  0.00
H  0.02995  -4.62210  -5.71099  0.00
H  0.03309  -2.77595  -1.12117  0.00
C  -0.68570  -0.89358  0.31041  0.00
C  0.19143  0.37777  0.23490  0.00
O  -0.55667  1.47245  -0.31435  0.01
O  0.13064  -2.05285  0.46463  0.00
H  -1.20289  -1.08168  -0.63046  0.00
H  -1.52374  -0.95786  1.00442  0.00
H  1.10356  0.18674  -0.33047  0.00
H  0.46932  0.70725  1.23606  0.00
H  0.01696  2.24183  -0.29027  0.00
H  0.39996  -1.95767  1.38115  0.00
C  1.73919  -4.89797  1.40116  0.00
C  1.55166  -6.21689  2.12023  0.00
O  0.89152  -6.13485  3.36288  0.00
O  3.09277  -4.30697  1.51833  0.00
H  0.92339  -4.24019  1.70099  0.00
H  1.52698  -4.90722  0.33206  0.00
H  2.50550  -6.71082  2.30548  0.00
H  1.10238  -6.93638  1.43570  0.00
H  -0.01898  -6.17636  3.06142  0.00
H  3.37578  -4.60527  2.38581  0.00
C  -3.56816  -2.56450  -2.18332  0.00
C  -4.93343  -2.12686  -2.77715  0.00
O  -5.50228  -3.09620  -3.61770  0.00
O  -2.55790  -2.54706  -3.21997  0.00
H  -3.74095  -3.57618  -1.81624  0.00
H  -3.30483  -2.01746  -1.27807  0.00
H  -4.94418  -1.17995  -3.31691  0.00
H  -5.57186  -1.91765  -1.91882  0.00
H  -5.85906  -3.73247  -2.99363  0.00
H  -1.69189  -2.87816  -2.97103  0.00
C  -0.50385  -3.47337  4.49846  0.00
C  0.59906  -2.46838  4.08165  0.00
O  0.13713  -1.53873  3.12077  0.00
O  -1.42285  -2.83309  5.40941  0.00
H  -0.10398  -4.28158  5.11084  0.00
H  -1.00069  -3.87263  3.61424  0.00
H  1.44853  -2.90606  3.55731  0.00
H  1.08672  -2.01405  4.94412  0.00
H  -0.68050  -1.21314  3.50428  0.00
H  -1.99463  -3.55167  5.68924  0.00

=====

[5]
# C7H14N

An isolated ion of composition C7H14N and charge +1 in a non-equilibrium geometry (the ωB97M-V functional and the def2-TZVPD basis, the OMol25 dataset).

- M (g/mol) = 112.2
- E_LUMO (eV) = -3.60
- frontier orbital gap (eV) = 9.369
- charge = +1
- 2S+1 = 1

Each line ends with the natural charge from an NBO analysis.
Cartesian coordinates (Å):
C  -1.66794  1.03915  1.36758  -0.22
C  -1.62719  -0.12393  0.39752  -0.46
C  -0.68608  0.07210  -0.77417  -0.09
C  -1.11531  0.55286  -1.93899  -0.33
C  2.71586  -1.81423  -0.66507  -0.67
C  1.25759  -1.55204  -0.75368  -0.10
C  0.73513  -0.33602  -0.58003  -0.29
N  -0.32687  1.66914  1.57660  -0.67
H  -2.12145  0.71547  2.30407  0.24
H  -2.28379  1.84716  0.95576  0.23
H  -2.64444  -0.38582  0.10330  0.26
H  -1.30687  -1.03770  0.92979  0.23
H  -0.35755  0.62153  -2.71818  0.22
H  -2.10397  0.83473  -2.26370  0.22
H  2.98713  -2.13985  0.33896  0.23
H  3.07556  -2.43263  -1.47474  0.24
H  3.38681  -0.94342  -0.80859  0.22
H  0.62995  -2.42181  -0.93073  0.21
H  1.39703  0.40487  -0.13424  0.17
H  0.12473  1.90536  0.69378  0.46
H  -0.33144  2.46440  2.21711  0.45
H  0.26312  1.06069  2.15765  0.44

=====

[6]
# C4H7N2

An isolated ion of composition C4H7N2 and charge +1 in a non-equilibrium geometry (the ωB97M-V functional and the def2-TZVPD basis, the OMol25 dataset).

- M (g/mol) = 83.1
- E_LUMO (eV) = -4.46
- frontier orbital gap (eV) = 9.645
- charge = +1
- 2S+1 = 1

Each line ends with the natural charge from an NBO analysis.
Cartesian coordinates (Å):
C  0.18461  1.21682  -0.62845  -0.27
C  0.19929  0.10879  0.44142  -0.16
C  -0.73848  2.11750  -0.25575  0.02
C  -1.20590  0.55967  1.22930  0.11
N  -1.49894  1.70439  0.92228  -0.35
N  0.26867  -1.35934  -0.12092  -0.71
H  0.94399  1.02743  -1.38245  0.24
H  1.08969  0.31688  1.00944  0.26
H  -0.95767  3.06862  -0.68762  0.25
H  -1.64593  -0.00025  2.13111  0.23
H  0.40400  -1.34432  -1.13765  0.46
H  -0.60005  -1.87139  0.22529  0.46
H  1.07445  -1.91208  0.31074  0.46

=====

What did the second record say?
# C4H7N3O

One molecule with the formula C4H7N3O in a non-equilibrium geometry (the ωB97M-V functional and the def2-TZVPD basis, the OMol25 dataset).

- M (g/mol) = 113.1
- E_LUMO (eV) = 0.37
- frontier orbital gap (eV) = 9.693
- charge = 0
- 2S+1 = 1

Each line ends with the natural charge from an NBO analysis.
Cartesian coordinates (Å):
C  -1.26958  1.06159  -0.06650  -0.14
C  0.07033  0.41160  -0.21510  0.35
C  1.72032  -1.07396  -0.06045  -0.29
C  2.19759  0.21002  0.32926  -0.21
H  -1.24528  -1.12166  -0.51428  0.49
H  -1.58132  2.09832  -0.31860  0.23
H  1.89406  -2.00236  0.49763  0.23
H  1.98686  -1.36146  -1.04350  0.20
H  1.88574  0.34578  1.61392  0.16
H  3.25338  0.29086  -0.01108  0.23
H  1.16863  1.96229  0.55687  0.38
N  -2.37586  0.34170  0.16502  -0.01
N  0.33173  -0.81735  -0.17998  -0.48
N  1.18327  1.14442  -0.25142  -0.59
O  -2.20600  -1.06858  0.14507  -0.55

=====

What is the 2S+1 in the third record?
1

=====

Which value of charge does entry 6 give?
+1